DFT (wB97M-V/def2-TZVPD) results for a cluster of 8 separate species, C58H135N7O3 in total in a non-equilibrium geometry.

Output
Lowest unoccupied orbital energy = -10.68 eV
Largest force on an atom = 2.91 eV/A
Orbital gap = 0.29977 Ha
E_tot = -2897.39182 Eh

Structure (ORCA input):
```
! wB97M-V def2-TZVPD RIJCOSX def2/J DEFGRID3
* xyz 6 1
H -0.7040 3.9467 -5.2679
N -2.5181 -3.6576 3.2467
H 2.5884 4.9940 -3.3178
C 1.9820 3.3823 -6.2761
H -2.1846 -1.6352 0.3265
H -4.8340 0.1195 -5.5877
C 5.7057 -5.4357 0.9664
H -4.4306 -4.2518 2.6610
C 1.0302 5.9606 -4.5732
H -7.0071 3.0383 -4.6452
H 0.8763 2.9399 -2.9572
H 2.1924 -2.3875 4.3139
H 1.8616 2.3262 -6.5172
H -4.9032 3.6243 1.1635
C 1.3309 2.6138 3.9632
C 2.3915 5.1059 -4.3840
H -5.6492 4.0060 -4.0315
H -1.6719 -2.4560 -2.7840
H 4.2829 -4.0828 -1.4690
H -3.5638 -1.6580 1.4194
H -0.4807 1.0514 0.2289
H -6.7629 -4.3205 4.4384
H -0.0045 -2.3186 -7.0999
H 1.7990 -2.5058 -7.0146
C -0.0988 0.9421 -0.7862
H 2.4306 1.3146 -0.2356
H -1.6601 -0.5608 4.5336
H -6.6740 1.0227 -3.4909
H 0.8307 -4.8609 -6.3366
H -0.8531 -5.0211 3.1177
C -4.9713 0.9151 -8.5039
H -4.0400 -4.4941 5.3692
H 3.1802 -5.9700 -0.3699
H -1.4322 5.0571 2.2443
H -5.3025 -0.5022 -2.0616
H -4.4247 5.2044 2.9649
C -0.3815 3.9360 -4.2268
C -3.7928 5.3793 0.8995
C 2.0718 -3.1543 -4.4768
H -2.9315 -0.6642 -2.5295
H 5.8290 -0.1812 5.0534
C 7.6554 0.8094 7.2901
H -3.2934 0.9271 -1.7879
H 5.3795 -2.5727 5.3513
C -1.7014 -2.6250 4.1719
C 2.1003 -1.3086 4.4388
H -5.6665 3.6616 -5.7676
C -5.6332 1.2650 -3.2763
O 0.6448 -1.3959 -0.9642
C -2.8850 2.9012 1.2395
H -4.1206 3.8266 -0.3889
C 2.6000 -3.1015 1.3000
H -1.0277 -3.3294 1.6128
C 0.1059 -4.3905 -5.6722
H 1.1452 -0.9944 7.6665
C 5.5556 0.0793 6.0759
C 3.4901 2.8422 -4.3048
N 3.5565 -4.0050 0.5172
H 0.7638 6.1657 -5.6101
H -2.0405 3.0316 0.5628
H 0.3238 -2.8103 -1.9043
C 4.8388 -4.1958 1.2885
C -3.3922 0.3118 -2.6821
H 3.1901 -2.1884 1.2218
H -3.4964 2.9802 -3.4753
H 6.1992 -0.6795 8.0925
H 1.6207 -1.1498 3.4729
H 2.8995 3.7607 -6.7268
C 3.5230 -0.5914 4.6084
H -4.7320 -0.1474 -8.5487
H 7.2184 1.7532 7.6164
H -6.0206 0.9542 -8.7961
C -3.1738 2.7093 3.8806
C -2.7166 1.0353 -3.7901
H -0.6279 2.2508 4.9223
H 1.8815 3.5125 3.6852
H -5.0118 -0.7388 -3.6700
C 4.6859 -2.2997 6.1466
H 1.8771 2.4753 4.8962
C 1.8850 -1.3460 6.9475
H -4.3061 -2.8426 5.4779
H -4.1945 2.9764 3.6068
C -0.2787 -2.1971 -4.2829
H 5.0781 -2.3917 7.1594
H -3.3840 6.6373 2.7337
H 4.3100 -2.4111 -0.6406
H -1.1910 3.6258 -3.5660
H 1.9838 -2.4144 7.1395
H 2.4308 -3.3171 2.3550
C 1.1946 -1.0204 5.6347
H -6.3458 -4.1067 6.0557
C -3.9614 3.8967 0.6871
N 4.2461 -0.8165 6.0003
H -3.0732 2.6482 -5.2341
C 4.7324 1.8182 -2.4187
H -3.0661 5.9823 0.3550
H 0.2820 -1.4051 -3.7866
H 4.1748 -0.8706 3.7805
H 2.2584 -2.3120 -3.8107
H -3.5102 1.5732 -7.1172
C -4.8739 0.0307 -2.9104
H 7.1098 -1.1410 6.7538
H -2.9639 1.6474 4.0084
O 0.0608 -3.5436 -2.4652
H 3.3015 3.3094 -2.2032
C 3.7960 -3.3555 -0.8193
H -0.6375 -2.7706 3.9846
H 3.7480 -0.7272 8.0029
C -2.2474 4.7938 2.9183
H -2.0065 4.9547 3.9691
H 1.0398 -1.1306 -6.2700
H 0.7967 1.8855 -4.3377
H 0.3412 -1.6916 5.5380
H 2.8610 -3.3086 -5.2127
C -4.0857 -3.5353 3.4065
C -3.5332 2.2859 -4.3147
H -0.3307 3.8804 4.5386
H -4.5171 -2.5982 3.0544
H 5.0929 -6.3234 1.1233
C -0.8982 2.6642 2.7603
H 1.6768 -5.1260 0.1217
H -0.0689 5.2680 -2.6655
H -3.1610 1.8467 1.2336
H 1.8927 -4.0133 -3.8302
H -4.6956 5.8074 0.4638
H 8.0668 0.9946 6.2979
H -6.3375 -2.6571 5.1317
H -1.7358 1.3925 -3.4763
H -0.1153 -5.0594 -4.8404
H -0.9209 1.6056 2.5014
H 3.8661 -3.0181 6.1388
H 7.1827 -5.7492 -0.3533
O 6.3026 -5.3663 -0.3344
H -0.3576 3.0654 1.9031
H -6.2604 0.9387 -6.0704
N 0.6852 -3.0174 -5.2085
C -2.1110 -3.2618 1.7121
C 3.4432 2.4304 -2.8320
C 3.1570 -0.5486 7.1046
H -5.6912 2.0293 -2.5014
C 0.8494 2.9347 -4.0469
C 0.8942 -2.1867 -6.4973
C -4.5966 1.6256 -7.1885
H 2.1897 -0.0359 0.9332
H 3.2574 5.4507 -4.9492
H 3.1296 -0.2836 -0.4648
C -0.0785 5.3223 -3.7541
H -0.8426 -0.7321 2.2492
C -1.8937 -5.1007 3.4321
H -1.8707 -2.7177 5.2447
H -4.6555 2.7122 -7.2501
N -2.3397 3.2491 2.7125
H -1.9953 -5.5172 4.4343
H 3.8444 2.0738 -4.9919
H 5.5504 2.5242 -2.5622
H 1.2764 0.1602 -1.9891
H 2.6833 1.7086 -2.5323
H -2.3657 -5.7741 2.7167
C 2.7169 -5.3270 0.3784
C -6.1043 -3.7198 5.0657
H 2.8033 -3.1801 -1.2341
C 6.5790 -0.2769 7.1535
C -1.9149 -0.8672 2.3908
H -1.0380 -1.8390 -4.9781
H 1.1818 4.0428 -6.6101
H 4.6139 -4.1751 2.3548
C -0.1676 2.8733 4.1550
H 0.4494 1.8327 -1.0936
H 8.4662 0.6311 7.9963
H -1.5749 -3.8630 -3.7579
N 2.1162 3.5968 -4.7229
H 6.5379 -5.4404 1.6703
C -3.5311 5.5892 2.4734
N -5.0699 1.9861 -4.6277
H 5.5321 -3.4007 1.0142
C -2.1446 -1.2169 3.8105
H -2.7426 -3.7686 0.9825
C -2.4902 -1.8344 1.3536
H -0.9304 0.9322 -1.4908
C 2.2431 0.2473 -0.1180
H 3.5131 0.4915 4.4845
H 4.7437 1.7406 -1.3315
C -5.2040 1.1075 -5.8617
H 2.9236 0.5157 7.0765
H 4.8617 0.8191 -2.8348
C -5.9542 3.2820 -4.7871
H 4.2466 3.6166 -4.4316
H 5.2064 1.1118 6.0765
H -4.4222 1.5000 -9.2418
H -0.8058 -4.2194 -6.2445
H 1.5664 1.8649 3.2070
H -2.5016 0.0089 2.1145
C -0.9556 -3.0831 -3.3149
H 1.6944 -2.8841 0.7336
H 0.8737 0.0185 5.7110
H 1.0934 6.9675 -4.1605
H -0.9211 5.9651 -4.0089
H -2.7998 3.1940 4.7825
C 1.0031 -0.0606 -0.9573
C -4.5951 -3.6999 4.8699
H 2.8827 -5.8751 1.3058
H -3.1991 -1.0023 3.9840
H -2.7769 0.2984 -4.5911
*
```

---

DFT (wB97M-V/def2-TZVPD) results for a cluster of 14 separate species, C58H155N11O18 in total in a non-equilibrium geometry.

Output
Lowest unoccupied orbital energy = 0.22 eV
Largest force on an atom = 2.96 eV/A
Orbital gap = 0.31641 Ha
E_tot = -4258.86225 Eh
Relative energy (zero: lowest compared OMol25 entry of this formula, charge and spin) = 2.110 eV

Structure (ORCA input):
```
! wB97M-V def2-TZVPD RIJCOSX def2/J DEFGRID3
* xyz 0 1
H 8.8298 -2.8055 9.4179
H 8.0365 -1.8126 8.2443
H 2.9677 -9.4369 14.7344
H 4.9280 -10.5510 7.4097
O 7.0131 -13.8670 7.4869
H -1.7635 -17.6432 7.6756
H -0.0432 -13.1708 9.6456
C 2.1531 -7.3207 14.5269
O 4.6918 -10.6351 9.4209
H -1.0889 -19.1249 9.3963
O 3.4229 -8.5658 12.9222
H 3.2098 -7.7958 8.8828
H 6.0659 -21.5839 14.0502
H 3.6275 -11.1830 12.1133
C 2.3224 -9.2402 3.9584
C 9.2361 -10.9771 9.0751
H 1.0991 -17.3579 8.1173
C 5.4969 -19.4899 13.5875
C 5.0367 -12.4591 12.7982
C 5.4515 -9.4719 9.7665
H 6.6767 -5.3996 9.3159
H -2.2662 -19.0925 19.2216
H 4.7185 -12.3127 13.8320
O 2.4551 -16.8752 14.7182
C 8.4179 -4.9988 8.0220
C -1.9985 -15.3067 6.2493
C 1.4111 -24.1749 9.5831
H 9.3417 -6.8244 10.8043
O -0.5847 -19.0036 18.0132
O 1.8161 -22.5566 7.8033
C 7.4366 -9.0865 5.8667
N 2.1962 -25.0065 8.6876
H 2.5575 -9.8445 9.7221
H 0.3555 -24.3726 9.3912
N 4.8882 -5.2387 4.4606
H 10.0222 -7.1851 9.1658
N 5.1097 -20.7174 15.7315
H 8.1890 -5.6343 7.1634
C 1.8362 -6.6573 10.1704
H 3.1777 -4.1011 10.4974
H 4.9534 -18.1122 11.3540
H 2.3699 -6.5618 11.1186
H 8.3876 -14.9067 8.8375
H 6.8355 -18.0098 5.4990
H 1.2847 -23.8708 11.6880
H 4.8784 -16.1024 4.9403
H 1.3452 -9.0354 4.3935
H -1.4237 -12.1844 8.0291
H 7.1460 -6.9271 4.5653
H 6.1753 -11.5390 8.2690
H 0.8522 -22.1808 9.6588
C 2.2240 -7.8274 9.3484
H 3.9859 -15.4945 14.7095
C 9.2422 -7.4167 9.8934
C 4.0503 -21.6518 13.8808
H 7.5755 -7.5294 8.6154
C 5.9841 -17.6029 6.0486
H 3.2073 -14.7786 7.7795
N 6.7654 -15.4241 4.9245
C 3.4417 -17.3735 8.5714
C 6.7439 -7.2788 13.0776
H 10.1264 -9.2986 10.7481
H 1.6498 -9.1915 13.5960
C 5.7040 -16.0915 5.6528
H 1.4300 -4.2030 10.6966
H 9.5347 -2.5014 7.7914
H 2.0008 -20.4691 8.2345
O 6.6332 -7.9943 6.1812
H 1.3600 -6.8420 13.9550
H 6.5329 -8.1197 12.4157
H -1.8884 -17.8208 10.0971
H 0.2474 -8.4023 8.5708
H 3.8066 -6.9076 6.3041
N 7.9311 -7.0071 9.4038
H 5.1290 -8.8906 10.6292
H 0.9458 -13.3771 12.0836
N -0.0495 -18.6975 15.0668
H 6.0405 -20.7948 16.1252
H 1.8877 -19.3881 14.5534
C 4.9370 -19.7559 6.3954
H 7.6712 -8.5997 14.3786
H 4.0974 -12.3001 11.0765
C -1.6424 -18.3375 18.7360
H 3.7152 -5.2387 6.7839
H -2.5799 -10.9773 8.5598
H -1.9001 -14.6209 5.4089
O 7.2933 -11.8223 13.3883
H 4.1991 -8.1523 13.3132
H 9.5013 -4.8665 8.0019
H 5.6614 -7.6794 4.3404
H 8.5418 -11.5470 9.6951
O 5.6704 -8.3468 14.8672
H 4.3302 -17.7525 9.0779
C 6.9362 -7.8001 14.4911
H 4.1472 -20.3584 5.9487
C 5.1281 -11.2333 8.2402
H -1.4001 -14.4634 11.3626
C 9.2038 -8.9101 10.3052
H -2.0943 -19.5648 16.6609
C 1.1507 -7.8835 8.2477
H -1.2833 -20.7933 17.5140
H 0.6435 -16.6842 13.8147
C 3.1390 -10.0573 4.9338
H 0.1454 -17.9002 15.6569
H 5.6723 -8.7616 8.9662
C -0.9928 -18.0448 9.5167
H 7.3475 -7.1011 15.2203
H 9.1294 -13.9890 6.9010
H 6.5112 -17.5307 11.9512
H 0.3490 -16.8033 6.8498
C 7.3307 -14.6780 8.6835
H 2.8113 -15.2382 13.4456
H 4.9113 -19.7551 7.4849
C 4.2080 -12.4601 7.8620
C 3.3410 -16.0145 14.0000
H -0.0299 -17.9043 10.0109
H 4.1126 -15.4973 10.4688
H 9.3622 -11.7253 13.3676
H 6.2789 -18.9025 14.0724
H 0.8571 -20.3319 16.2887
H 3.0631 -6.7311 14.6406
H 6.0748 -13.8429 11.4569
O -1.4052 -11.7581 10.0932
H -0.2055 -15.3408 9.0765
H 6.5007 -18.7484 10.6435
H 6.4974 -11.4370 11.5075
H 7.2507 -14.0653 9.5819
H 4.2496 -22.7193 13.7969
H 1.6568 -17.3822 12.7606
H 9.2217 -11.4382 8.0866
H 1.8891 -20.8060 6.5771
H 1.4677 -25.6163 11.0351
C 6.2424 -7.1860 5.1251
H 2.3969 -15.1997 10.7317
H 2.1290 -24.5543 7.7849
H 8.1210 -13.1087 5.8714
H 6.2384 -5.2018 5.9899
C -1.5689 -11.3488 8.7185
O 7.8327 -3.7595 7.7923
H 6.4851 -9.7476 9.9942
H 4.8486 -14.6162 12.4177
C -0.0608 -19.9673 15.8233
C 8.1000 -13.9742 6.5346
H 4.1712 -10.2174 4.6125
C 7.7497 -5.5892 9.2695
C 1.4952 -21.1404 7.5347
C -0.0870 -12.3279 10.3399
H 6.8872 -10.0230 5.9764
H 4.8472 -6.2333 7.6358
N 3.8456 -12.1702 12.0504
H 5.1491 -13.9959 8.5359
H 2.6977 -18.0741 8.1911
H 8.7609 -15.2687 4.9513
H 0.7586 -6.6407 10.3457
C 1.7177 -22.7105 9.2567
H 4.8771 -19.7527 15.9365
H 5.8709 -8.7980 15.6924
H 2.6008 -9.0615 11.0902
C 1.7974 -24.5782 11.0364
C -0.9944 -15.6714 8.4014
H 5.9997 -10.4161 12.7982
C 3.1930 -14.3894 8.8021
H 5.6157 -5.1348 3.7602
N 2.1516 -9.0418 10.1845
H -2.0884 -13.2013 12.3869
H 6.2719 -14.0602 13.2800
C -1.0921 -19.8620 16.9753
H -1.0265 -11.3628 12.4776
H 4.6958 -12.8223 6.9529
H -1.2358 -17.8513 19.6219
C 2.2353 -4.2203 9.9590
C 8.5148 -11.1599 12.9752
O 5.9162 -19.6607 12.2178
H -1.9808 -15.4222 8.8026
C 8.6239 -2.7261 8.3495
H 7.8957 -9.1493 4.8773
H 6.4398 -14.6741 4.3346
H 5.4405 -15.6320 6.6072
C 6.2139 -11.4622 12.5629
C 1.0462 -18.8373 14.1219
H 4.5505 -18.9460 13.6376
H 8.1444 -4.9626 10.0721
H 3.1359 -24.7930 9.0014
C 5.6107 -13.8372 12.4428
O 2.1239 -5.5058 9.3802
H 8.0772 -16.1989 6.3026
H 3.7478 -21.3673 12.8671
H 8.6087 -9.0080 11.2161
H 1.6100 -8.4917 7.4661
N 4.3379 -13.5066 8.8880
H 8.7185 -11.2282 11.9062
H 8.6835 -10.1620 13.3817
O 2.6328 -16.6831 9.4932
C 2.5621 -8.7455 13.9945
H 3.7082 -16.8778 7.6355
H -0.8114 -10.6525 8.3540
H 3.0702 -21.4581 14.3176
O -0.9311 -15.0062 7.1657
H 3.2757 -9.4533 5.8329
C 7.9911 -15.2791 5.7255
C 0.0283 -12.8534 11.8152
O 4.8758 -18.4440 5.7743
H 0.7888 -6.9309 7.8630
H 2.8742 -24.5055 11.1876
C 1.4648 -17.4044 13.8376
H 4.0520 -16.5258 13.3480
H 0.4758 -20.9067 7.8430
H -0.9520 -14.4134 13.0435
H -2.8887 -15.0649 6.8323
C 5.2945 -20.8488 14.2801
H 0.5200 -11.0142 12.3500
C 4.4105 -6.0670 6.6505
H 0.8915 -19.5083 13.2750
H 6.1943 -17.5755 7.1202
H 2.9058 -8.3435 3.7467
N 0.2860 -17.5407 7.5432
H -0.3929 -20.7225 15.1096
H 2.1395 -3.4574 9.1884
O 9.0156 -9.5908 9.0802
H 2.2075 -9.8412 3.0553
H 5.8350 -20.2488 6.0168
C -0.9102 -17.2194 8.2086
H 4.8342 -4.2493 4.6719
C 3.1468 -15.4064 9.9684
H 3.2091 -12.1970 7.5158
H 2.1956 -13.9501 8.7396
C 5.9906 -18.3976 11.5409
H 7.6432 -6.7709 12.7286
C 5.5108 -5.9201 5.6048
H 0.6984 -11.6341 10.0358
H 8.3139 -9.0498 6.5147
H 10.2597 -11.2299 9.3649
N -0.1087 -11.7235 12.7086
H -2.2183 -17.7696 18.0060
H -1.9485 -16.3242 5.8620
H 5.8817 -6.6232 12.9491
C -1.1882 -13.7813 12.1876
H 1.7752 -7.4531 15.5425
O 2.4891 -11.2625 5.2065
H 2.6530 -22.4202 9.7378
H 2.5582 -11.7964 4.4109
H 6.7792 -15.6115 8.5805
*
```